*i*
43
Properties=species:S:1:pos:R:3 method="wB97M-V/def2-TZVPD" homo_ev=-8.85 lumo_ha=0.01663 smiles="CCCc1nnc(NC(=O)CCC(=O)NCc2ccc(Cl)cc2Cl)s1" spin_multiplicity=1 orbital_gap_ev=9.30
C 0.924 -3.807 3.276
C 2.249 -3.507 2.590
C 2.055 -3.009 1.152
C 1.517 -1.627 1.097
N 0.463 -1.207 1.697
N 0.195 0.081 1.515
C 1.051 0.670 0.749
N 0.987 1.996 0.420
C 1.789 2.549 -0.540
O 2.647 1.906 -1.106
C 1.479 3.999 -0.849
C 0.322 4.071 -1.859
C -0.908 3.426 -1.241
O -1.246 3.657 -0.095
N -1.569 2.555 -2.029
C -2.628 1.729 -1.504
C -2.205 0.306 -1.227
C -0.991 -0.217 -1.651
C -0.644 -1.534 -1.404
C -1.519 -2.344 -0.700
Cl -1.117 -3.986 -0.392
C -2.731 -1.851 -0.248
C -3.063 -0.537 -0.523
Cl -4.588 0.058 0.019
S 2.322 -0.369 0.157
H 0.297 -2.920 3.275
H 0.398 -4.602 2.752
H 1.092 -4.123 4.303
H 2.797 -2.753 3.160
H 2.860 -4.412 2.558
H 1.362 -3.682 0.639
H 3.007 -3.028 0.619
H 0.217 2.525 0.819
H 1.190 4.522 0.063
H 2.369 4.460 -1.274
H 0.101 5.119 -2.071
H 0.603 3.577 -2.790
H -1.255 2.379 -2.969
H -3.477 1.728 -2.196
H -2.950 2.194 -0.566
H -0.291 0.408 -2.183
H 0.300 -1.923 -1.752
H -3.407 -2.480 0.309


*ii*
43
Properties=species:S:1:pos:R:3 method="wB97M-V/def2-TZVPD" homo_ev=-9.16 lumo_ha=-0.01423 smiles="CCCCNC(=O)CSc1nnc(Cc2ccc(Cl)c(Cl)c2)c(=O)[nH]1" spin_multiplicity=1 orbital_gap_ev=8.77
C -0.880 -2.311 -2.416
C -0.523 -3.474 -1.496
C -1.602 -3.822 -0.469
C -1.797 -2.776 0.633
N -2.671 -1.697 0.231
C -3.815 -1.413 0.867
O -4.262 -2.023 1.813
C -4.549 -0.202 0.276
S -3.971 1.356 1.021
C -2.511 1.661 0.127
N -2.137 0.858 -0.823
N -0.993 1.089 -1.470
C -0.243 2.097 -1.184
C 1.081 2.232 -1.867
C 2.092 1.522 -1.000
C 2.928 2.227 -0.146
C 3.816 1.556 0.675
C 3.870 0.171 0.660
Cl 4.978 -0.660 1.686
C 3.021 -0.541 -0.184
Cl 3.061 -2.264 -0.206
C 2.138 0.134 -1.009
C -0.587 3.080 -0.146
O 0.052 4.055 0.172
N -1.797 2.765 0.473
H -1.867 -2.457 -2.850
H -0.161 -2.253 -3.231
H -0.865 -1.359 -1.894
H -0.350 -4.361 -2.110
H 0.411 -3.253 -0.974
H -1.319 -4.761 0.013
H -2.556 -3.985 -0.973
H -0.826 -2.365 0.930
H -2.266 -3.237 1.506
H -2.367 -1.089 -0.520
H -4.420 -0.117 -0.801
H -5.604 -0.260 0.544
H 1.029 1.764 -2.849
H 1.334 3.288 -1.955
H 2.880 3.305 -0.115
H 4.471 2.102 1.336
H 1.480 -0.424 -1.656
H -2.123 3.374 1.216


Which of them is most stable? Easy: *i*.


*i*
7
Properties=species:S:1:pos:R:3 method="wB97M-V/def2-TZVPD" homo_ev=-26.68 lumo_ha=-0.53646 spin_multiplicity=1 orbital_gap_ev=12.08 total_charge=+2
C 0.356 -0.004 0.076
N 0.610 -2.408 0.212
N 0.390 -1.342 0.133
N -0.630 0.755 -0.126
H 1.614 0.606 0.169
H -0.754 1.830 -0.309
H -1.585 0.564 -0.155


*ii*
7
Properties=species:S:1:pos:R:3 method="wB97M-V/def2-TZVPD" homo_ev=-26.63 lumo_ha=-0.53590 smiles="N#[N+]C=[NH2+]" spin_multiplicity=1 orbital_gap_ev=12.05 total_charge=+2
N 0.599 -2.271 -0.761
N 0.406 -1.234 -0.455
C 0.337 0.104 -0.172
N -0.577 0.732 0.413
H 1.443 0.643 -0.396
H -0.731 1.775 0.433
H -1.478 0.251 0.938


Which of them is most stable? Easy: *ii*.


*i*
20
Properties=species:S:1:pos:R:3 method="wB97M-V/def2-TZVPD" homo_ev=-6.73 lumo_ha=0.02989 smiles="CC[P@](C)(P)=PC" spin_multiplicity=1 orbital_gap_ev=7.54
C 0.891 -2.333 1.391
C 1.287 -1.305 0.261
P 0.269 0.187 -0.072
C 0.543 0.659 -1.840
P 1.622 1.777 0.672
P -1.781 -0.231 0.356
C -2.895 1.174 -0.248
H 1.536 -3.139 1.772
H 0.448 -1.812 2.244
H -0.043 -2.759 0.969
H 1.294 -1.720 -0.785
H 2.319 -0.824 0.242
H 1.520 1.063 -2.029
H 0.356 -0.326 -2.332
H -0.126 1.352 -2.295
H 0.675 2.771 0.759
H 1.569 1.386 1.967
H -3.817 0.642 -0.335
H -3.084 1.964 0.509
H -2.585 1.475 -1.206


*ii*
20
Properties=species:S:1:pos:R:3 method="wB97M-V/def2-TZVPD" homo_ev=-6.55 lumo_ha=-0.00550 spin_multiplicity=1 orbital_gap_ev=6.40
C -0.431 1.021 -2.085
C 2.210 0.365 -0.084
C -1.770 0.809 2.594
C -0.111 -0.444 -1.674
P -2.081 0.148 0.820
P 0.974 -2.398 0.355
P 0.478 -0.327 0.076
H -1.088 1.431 -1.219
H 0.362 1.676 -2.045
H -0.846 1.057 -3.068
H 2.177 1.321 -0.627
H 2.811 0.414 0.901
H 2.655 -0.392 -0.746
H -2.777 0.580 3.041
H -1.256 0.036 3.253
H -1.360 1.775 2.495
H 0.608 -1.041 -2.292
H -1.048 -1.047 -1.548
H 0.909 -2.243 1.871
H -0.414 -2.741 -0.017


Which of them is most stable? Easy: *i*.


*i*
49
Properties=species:S:1:pos:R:3 method="wB97M-V/def2-TZVPD" homo_ev=-8.51 lumo_ha=0.02511 smiles="COc1cccc(OCc2cc(C(=O)N3CCC[C@@H]3c3ccccn3)no2)c1" spin_multiplicity=1 orbital_gap_ev=9.20
C -4.243 -0.202 -4.086
O -3.873 -0.739 -2.839
C -4.378 -0.168 -1.710
C -5.236 0.921 -1.681
C -5.676 1.404 -0.457
C -5.274 0.824 0.725
C -4.410 -0.272 0.698
O -4.070 -0.785 1.921
C -3.174 -1.865 1.973
C -1.805 -1.504 1.492
C -1.114 -0.328 1.490
C 0.123 -0.666 0.878
C 1.254 0.280 0.702
O 1.306 1.303 1.366
N 2.201 -0.050 -0.193
C 2.221 -1.175 -1.103
C 3.209 -0.743 -2.183
C 4.224 0.079 -1.394
C 3.355 0.823 -0.372
C 4.092 1.084 0.917
C 4.193 0.115 1.910
C 4.897 0.420 3.061
C 5.488 1.669 3.173
C 5.345 2.554 2.117
N 4.668 2.272 1.018
N 0.141 -1.938 0.563
O -1.046 -2.465 0.935
C -3.967 -0.765 -0.516
H -5.324 -0.264 -4.245
H -3.734 -0.811 -4.831
H -3.919 0.839 -4.187
H -5.566 1.400 -2.589
H -6.344 2.252 -0.435
H -5.611 1.194 1.679
H -3.542 -2.729 1.404
H -3.131 -2.141 3.033
H -1.412 0.631 1.853
H 2.570 -2.075 -0.585
H 1.224 -1.379 -1.492
H 2.708 -0.112 -2.918
H 3.659 -1.591 -2.695
H 4.919 -0.582 -0.872
H 4.796 0.766 -2.012
H 3.027 1.794 -0.764
H 3.716 -0.846 1.789
H 4.983 -0.305 3.858
H 6.042 1.947 4.056
H 5.790 3.540 2.147
H -3.302 -1.609 -0.597


*ii*
49
Properties=species:S:1:pos:R:3 method="wB97M-V/def2-TZVPD" homo_ev=-7.91 lumo_ha=0.01923 smiles="CCOc1ccc(NC(=O)NNC(=O)COc2ccc3ccccc3c2)cc1" spin_multiplicity=1 orbital_gap_ev=8.43
C -8.891 -1.274 0.979
C -8.452 -1.476 -0.469
O -7.113 -1.912 -0.576
C -6.093 -1.029 -0.383
C -6.227 0.344 -0.205
C -5.103 1.134 -0.041
C -3.829 0.580 -0.047
N -2.735 1.443 0.123
C -1.415 1.121 0.219
O -0.926 0.015 0.139
N -0.627 2.225 0.519
N 0.756 2.040 0.426
C 1.526 3.018 -0.074
O 1.092 4.122 -0.351
C 3.001 2.658 -0.191
O 3.170 1.275 0.000
C 4.431 0.741 -0.069
C 5.597 1.494 -0.305
C 6.814 0.871 -0.353
C 6.936 -0.519 -0.171
C 8.181 -1.181 -0.217
C 8.259 -2.532 -0.036
C 7.096 -3.284 0.198
C 5.875 -2.673 0.249
C 5.759 -1.278 0.067
C 4.519 -0.620 0.113
C -3.691 -0.793 -0.228
C -4.810 -1.580 -0.393
H -9.940 -0.992 1.008
H -8.302 -0.496 1.459
H -8.757 -2.197 1.535
H -9.035 -2.283 -0.923
H -8.613 -0.564 -1.058
H -7.195 0.819 -0.196
H -5.225 2.200 0.097
H -2.981 2.414 0.250
H -0.870 3.163 0.211
H 1.049 1.071 0.482
H 3.547 3.239 0.566
H 3.344 2.977 -1.185
H 5.540 2.561 -0.449
H 7.706 1.453 -0.534
H 9.072 -0.596 -0.398
H 9.215 -3.034 -0.073
H 7.177 -4.352 0.338
H 4.978 -3.248 0.429
H 3.617 -1.185 0.291
H -2.710 -1.234 -0.236
H -4.715 -2.644 -0.535


Which of them is most stable? Easy: *ii*.